A molecular structure, C27H57Cl2LaNP2Si at a distorted geometry, computed with ωB97M-V with the def2-TZVPD basis set.

Values from the calculation:
Charge = -1
Max |F| = 3.96 eV/A
Frontier orbital gap = 4.79 eV
Energy above the lowest of the compared OMol25 structures with the same formula, charge and spin = 0.0 kcal per mole
LUMO level = 2.42 eV

Geometry (Å):
1 La -0.23563 -0.06362 -0.05878
2 Cl -1.07793 -1.62820 -2.11695
3 P -1.59212 2.41844 -1.49610
4 C -3.43590 1.94293 -1.74177
5 C -1.78333 3.73071 -0.14921
6 C -1.21347 3.35878 -3.06687
7 C -3.53897 0.62996 -0.98067
8 H -3.48673 1.77168 -2.83429
9 C -4.61246 2.87729 -1.37131
10 H -4.68606 3.05148 -0.29087
11 H -5.54422 2.37620 -1.68021
12 H -4.60171 3.85180 -1.87346
13 H -2.84861 -0.10816 -1.43603
14 H -4.56183 0.22241 -1.06602
15 H -3.31049 0.76373 0.10064
16 H -1.28503 2.55303 -3.82245
17 C 0.24739 3.84092 -3.00377
18 C -2.20637 4.45778 -3.48872
19 H -3.20401 4.06968 -3.71697
20 H -1.84151 4.96811 -4.38886
21 H -2.33081 5.22918 -2.72169
22 H 0.82783 3.23278 -2.29161
23 H 0.33458 4.90449 -2.73168
24 H 0.71587 3.69587 -3.98652
25 C -2.18269 3.08978 1.20476
26 H -2.60620 4.35239 -0.54490
27 C -0.52586 4.60923 -0.01964
28 H -3.23486 2.76865 1.21520
29 H -2.05587 3.85639 1.99171
30 H -1.55543 2.22646 1.50959
31 H 0.39354 4.01104 0.15843
32 H -0.65668 5.25926 0.86324
33 H -0.37575 5.25833 -0.89893
34 Cl 1.44853 1.60869 0.93454
35 H 1.45708 0.10643 -1.59945
36 P 2.06815 -1.74558 -1.47428
37 C 2.72132 -2.23975 -3.18216
38 C 3.70557 -1.73623 -0.52108
39 C 1.31621 -3.52111 -1.01203
40 C 2.77328 -0.90525 -3.92619
41 H 1.89977 -2.86802 -3.57433
42 C 4.03291 -3.04768 -3.40343
43 H 4.92480 -2.47220 -3.11382
44 H 4.12535 -3.26709 -4.48256
45 H 4.06484 -4.01297 -2.88011
46 H 1.75744 -0.49545 -3.90897
47 H 3.10635 -1.02029 -4.97218
48 H 3.44970 -0.20846 -3.40214
49 H 0.57752 -3.55474 -1.83067
50 C 0.54447 -3.41080 0.33487
51 C 2.16245 -4.79659 -1.17535
52 H 2.40470 -5.03251 -2.21658
53 H 1.60230 -5.66576 -0.79978
54 H 3.10699 -4.76217 -0.62668
55 H 0.77559 -2.47776 0.91389
56 H 0.82949 -4.23163 1.01169
57 H -0.54443 -3.42419 0.14251
58 C 4.50046 -0.49241 -0.94616
59 H 4.24539 -2.65633 -0.82308
60 C 3.46288 -1.73648 0.99277
61 H 4.90889 -0.56685 -1.96199
62 H 5.35115 -0.36879 -0.26067
63 H 3.88431 0.41915 -0.86768
64 H 2.94295 -0.81919 1.31699
65 H 4.44507 -1.72868 1.49298
66 H 2.88707 -2.60643 1.34195
67 C -3.19463 -2.02243 1.34321
68 Si -2.27548 -1.43225 2.90452
69 C -3.33697 -0.11922 3.75792
70 C -1.85071 -2.95020 3.94709
71 N -0.81166 -0.72373 2.28915
72 C 0.16997 -0.43347 3.23478
73 C 0.29462 0.89768 3.76168
74 C 1.28626 1.19883 4.68391
75 C 2.11570 0.17156 5.17188
76 C 2.04316 -1.13883 4.66828
77 C 1.08822 -1.43667 3.68532
78 H -3.70732 -2.98161 1.56544
79 H -2.50612 -2.19200 0.48611
80 H -3.93450 -1.26478 1.03118
81 H -4.16365 -0.61456 4.28457
82 H -2.77360 0.45351 4.50702
83 H -3.77953 0.57466 3.02690
84 H -2.78452 -3.46461 4.21503
85 H -1.22166 -3.62257 3.35050
86 H -1.30867 -2.67032 4.86033
87 H -0.36140 1.66477 3.34463
88 H 1.45805 2.23159 4.98466
89 H 2.89767 0.39761 5.89284
90 H 2.76192 -1.92062 4.98566
91 H 1.02763 -2.44403 3.23133

A gas-phase ion, C27H57N2 (charge +1), computed with ωB97M-V with the def2-TZVPD basis set.

Values from the calculation:
SMILES = CCCCCCCCCCCCCCCCCC[C@@H]1CCC[N@@H+](CCCCN)C1
Charge = +1
Max |F| = 0.17 eV/A
Frontier orbital gap = 8.90 eV
LUMO level = -2.70 eV

Geometry (Å):
1 C 7.40405 -3.81353 0.91453
2 C 8.91060 -3.91974 1.19219
3 C 9.54555 -2.57650 1.55468
4 C 9.71258 -1.65598 0.34846
5 C 9.99508 -0.20164 0.71609
6 C 9.92192 0.75843 -0.48378
7 C 8.68392 1.65294 -0.46612
8 C 7.37372 0.88023 -0.59145
9 C 6.13421 1.77344 -0.47830
10 C 4.96298 1.29038 -1.32739
11 C 3.71090 2.15325 -1.16903
12 C 2.96478 1.89973 0.15506
13 C 1.61078 1.21824 -0.03565
14 C 0.52695 2.15919 -0.55658
15 C -0.85934 1.50274 -0.58336
16 C -1.63843 1.73501 0.71253
17 C -2.87994 0.84641 0.85783
18 C -4.14210 1.48165 0.25492
19 C -5.20615 0.47305 -0.22944
20 C -5.57290 0.68895 -1.69835
21 C -6.60092 -0.33529 -2.16761
22 C -7.84243 -0.36388 -1.26052
23 N -7.73319 0.65513 -0.16382
24 C -8.96563 0.74305 0.70759
25 C -9.45100 -0.58681 1.28543
26 C -10.58929 -1.26546 0.51155
27 C -10.66125 -2.77741 0.74355
28 N -9.62877 -3.58353 0.10835
29 C -6.47881 0.47811 0.64629
30 H 7.11611 -2.78587 0.68109
31 H 6.81848 -4.12236 1.78106
32 H 7.09010 -4.43122 0.07283
33 H 9.08509 -4.63327 1.99937
34 H 9.42245 -4.32629 0.31537
35 H 8.92418 -2.07750 2.30750
36 H 10.51973 -2.74130 2.02330
37 H 10.52858 -2.03373 -0.27650
38 H 8.81374 -1.69966 -0.27605
39 H 10.97596 -0.13421 1.19365
40 H 9.27376 0.11199 1.47889
41 H 10.81543 1.38426 -0.52716
42 H 9.91557 0.17573 -1.41145
43 H 8.67153 2.23108 0.46500
44 H 8.73861 2.38150 -1.28085
45 H 7.33524 0.10268 0.17738
46 H 7.36088 0.35397 -1.55271
47 H 5.81763 1.83421 0.56785
48 H 6.38672 2.79713 -0.77542
49 H 5.26981 1.25855 -2.37677
50 H 4.72237 0.25739 -1.04680
51 H 3.03440 1.96578 -2.00842
52 H 3.99824 3.20545 -1.24618
53 H 3.58566 1.28062 0.80774
54 H 2.81350 2.84031 0.69198
55 H 1.27951 0.76906 0.90696
56 H 1.72347 0.39111 -0.74614
57 H 0.79389 2.51955 -1.55310
58 H 0.49302 3.04589 0.08569
59 H -1.43591 1.87274 -1.43750
60 H -0.74678 0.42409 -0.73622
61 H -1.94879 2.78488 0.74909
62 H -0.97181 1.59312 1.56631
63 H -2.69895 -0.11092 0.35945
64 H -3.05122 0.61190 1.91102
65 H -3.84817 2.11224 -0.58943
66 H -4.58336 2.16176 0.98843
67 H -4.77696 -0.52955 -0.15709
68 H -4.66941 0.59752 -2.30035
69 H -5.92368 1.71651 -1.85645
70 H -6.14022 -1.32394 -2.16476
71 H -6.90376 -0.13188 -3.19375
72 H -8.75722 -0.12801 -1.80265
73 H -7.98601 -1.32540 -0.77405
74 H -7.65459 1.55686 -0.63326
75 H -9.73319 1.21100 0.08888
76 H -8.70583 1.44168 1.50180
77 H -8.61478 -1.28175 1.40712
78 H -9.78805 -0.37062 2.30008
79 H -11.54189 -0.82604 0.81565
80 H -10.49792 -1.06846 -0.56153
81 H -11.63660 -3.13553 0.41018
82 H -10.61562 -2.98428 1.81520
83 H -8.75502 -3.61034 0.61292
84 H -9.46325 -3.33739 -0.85709
85 H -6.61359 -0.45025 1.19980
86 H -6.46894 1.29901 1.36238